Below is 2 unconnected molecules or ions with the total composition C9H14O at a distorted geometry, with properties calculated with wB97M-V/def2-TZVPD.

```
24
Properties=species:S:1:pos:R:3:forces:R:3
O 1.3984 1.0044 -2.7425 -0.09 0.76 -0.17
C 1.2367 0.6205 1.3648 -0.57 -1.22 -0.45
C 1.6527 -0.4096 -0.8069 -0.47 2.41 -0.19
C -2.1925 -1.6886 -0.3575 0.60 -0.17 0.64
C 0.9461 1.9636 -0.6742 -0.35 -0.20 2.91
C -3.0979 -0.8884 -1.2667 -0.65 0.54 -0.08
C 1.3295 0.8718 -1.3717 0.52 -1.94 -2.08
C 0.9541 1.8046 0.7507 0.40 0.98 -0.77
C 1.4611 -0.5107 0.5376 1.13 -0.34 1.26
C 1.2722 0.4777 2.8597 1.17 -0.38 0.07
H 1.5701 0.1957 -3.2280 0.02 -0.29 0.41
H 0.6530 1.2397 3.3241 -0.04 -0.27 0.34
H -2.6083 -0.3814 -2.1061 0.25 -0.46 0.10
H 1.0980 -0.5457 3.2025 -0.97 0.13 -0.18
H -1.1589 -1.3756 -0.5242 0.00 -0.25 0.33
H 0.5861 2.9013 -1.0578 0.30 0.01 -0.58
H -2.2678 -2.7678 -0.4616 0.12 -0.13 -0.68
H 1.6964 -1.4407 1.0576 -0.11 0.03 -0.22
H -3.8849 -1.5157 -1.6783 -0.21 0.13 -0.04
H 2.1569 -1.1247 -1.4373 -0.40 -0.46 0.03
H 0.8737 2.6840 1.3862 -0.41 0.01 -0.19
H -3.5563 -0.0576 -0.7210 -0.16 -0.21 0.01
H 2.3073 0.5412 3.2370 -0.14 0.74 -0.21
H -2.4257 -1.5980 0.7137 0.05 0.56 -0.28
```
Forces are in eV/Å.

Results
multiplicity = 1
calculated total energy = -11606.8497 eV
frontier orbital gap = 9.2159 eV
energy relative to the best compared isomer or geometry (same formula, charge and spin) = 0.787 eV
maximum force = 2.94 eV/A
SMILES = Cc1ccc(O)cc1.CC

=====

Below is 2 unconnected molecules or ions with the total composition C9H14O at a distorted geometry, with properties calculated with wB97M-V/def2-TZVPD.

```
24
Properties=species:S:1:pos:R:3:forces:R:3
O -2.2209 1.5870 1.1790 0.87 -0.85 -0.71
C 0.2339 -0.7767 2.2523 -0.94 -0.59 -0.69
C -0.8112 0.3662 -2.5928 1.54 -0.34 -1.72
C 0.0774 1.4941 0.4564 0.58 -2.38 1.51
C 2.7097 -0.9200 1.5714 -0.09 -0.92 -1.07
C -0.9370 -0.0714 2.1530 1.40 -0.89 0.31
C 1.1439 0.6078 0.4708 -0.50 1.41 -1.29
C -1.5060 -0.9709 -2.7887 -0.38 -0.70 1.07
C 1.2874 -0.4801 1.3559 1.31 1.27 0.85
C -1.0398 0.9666 1.1910 -0.94 1.91 1.24
H -2.2727 2.0185 0.3158 -0.46 0.69 0.01
H -0.8771 -1.7861 -3.1550 0.09 0.60 -1.09
H -1.4079 1.2734 -2.6546 -0.40 -0.17 0.58
H -0.1586 0.2958 -1.7336 -0.19 0.41 0.29
H 0.1839 2.5366 0.1865 -0.46 -0.21 -0.82
H -0.0905 0.5247 -3.4274 -0.39 -0.09 0.32
H -1.6527 -1.4586 -1.8242 -0.75 0.45 0.52
H -1.6879 -0.3138 2.8838 -0.72 0.27 -0.36
H -2.4814 -0.9026 -3.2766 0.38 -0.21 -0.18
H 3.3341 -0.4008 2.3031 -0.82 0.14 0.62
H 2.6608 -1.9848 1.8111 0.52 0.02 0.10
H 1.9289 0.7881 -0.2464 0.51 0.24 0.32
H 3.3338 -0.7353 0.6797 -0.57 -0.45 -0.02
H 0.2500 -1.6577 2.8894 0.39 0.39 0.21
```
Forces are in eV/Å.

Results
total charge = +1
multiplicity = 2
calculated total energy = -11598.2102 eV
frontier orbital gap (spin up / spin down) = 9.8904 / 6.5060 eV
energy relative to the best compared isomer or geometry (same formula, charge and spin) = 1.357 eV
maximum force = 2.88 eV/A